No. 1
Molecular formula: C3H4LiO3Sm
Method: DFT, wB97M-V/def2-TZVPD

Last column: Mulliken charge in e.
Element x y z (Å)
O1 1.830 -0.869 -0.176  -0.868
C1 0.921 -1.931 -0.432  0.111
C2 -0.259 -1.875 0.489  -1.073
O2 -3.039 -0.444 -0.041  -0.183
C3 -2.524 0.605 -0.128  0.689
O3 -1.508 1.214 -0.100  -0.442
Li1 3.591 -1.283 -0.178  0.877
Sm1 0.954 1.146 0.201  1.582
H1 1.432 -2.901 -0.278  0.292
H2 0.586 -1.904 -1.482  0.253
H3 -0.131 -1.359 1.450  0.407
H4 -0.972 -2.698 0.492  0.355

## Properties
Total energy: -1007.3176 a.u.
Net charge: +2
Relative energy (zero: lowest compared OMol25 entry of this formula, charge and spin): 1.909 eV
2S+1: 8
HOMO (alpha / beta): -15.941 / -18.375 eV
E_LUMO (alpha / beta): -8.44 / -8.49 eV
Gap between HOMO and LUMO (alpha / beta): 7.502 / 9.881 eV
F_max: 5.62 eV/Å



No. 2
Molecular formula: C7H10
Method: DFT, wB97M-V/def2-TZVPD

Last column: Mulliken charge in e.
Element x y z (Å)
C1 -0.072 1.584 -1.149  -0.993
C2 0.018 0.274 -0.430  0.305
C3 1.395 -0.217 0.068  -0.637
C4 0.701 -1.497 0.491  -0.397
C5 -0.624 -1.078 1.105  -0.526
C6 -0.858 0.424 0.785  -0.545
C7 -0.482 -1.260 -0.397  -0.524
H1 0.780 1.831 -1.803  0.339
H2 -1.010 1.725 -1.695  0.287
H3 -0.162 2.227 -0.154  0.193
H4 1.882 0.383 0.849  0.293
H5 2.090 -0.385 -0.763  0.357
H6 1.155 -2.461 0.695  0.399
H7 -1.184 -1.735 1.773  0.401
H8 -0.596 1.536 1.192  0.351
H9 -1.914 0.494 0.479  0.240
H10 -1.119 -1.847 -1.047  0.457

## Properties
Total energy: -272.5761 a.u.
Relative energy (zero: lowest compared OMol25 entry of this formula, charge and spin): 3.862 eV
SMILES: C[C@]12C[C@@H]3[C@H](C1)[C@@H]32
HOMO: -9.126 eV
E_LUMO: 1.15 eV
Gap between HOMO and LUMO: 10.276 eV
F_max: 3.03 eV/Å



No. 3
Molecular formula: C32H35F3N3SSbSi2V
Method: DFT, wB97M-V/def2-TZVPD

Last column: Mulliken charge in e.
Element x y z (Å)
V1 -0.316 -0.155 0.427  0.150
C1 3.363 -1.048 1.450  -1.459
Si1 2.192 0.247 0.691  1.118
C2 2.472 1.831 1.704  -1.292
C3 2.774 0.586 -1.085  0.163
C4 4.131 0.872 -1.285  -0.424
C5 4.642 1.118 -2.547  -0.801
C6 3.795 1.079 -3.649  -0.769
C7 2.453 0.794 -3.468  -0.370
C8 1.921 0.545 -2.198  0.365
Si2 0.085 0.098 -2.066  0.753
C9 -0.945 1.532 -2.764  -1.251
C10 -0.241 -1.385 -3.193  -0.947
H1 4.013 -0.579 2.192  0.438
H2 4.007 -1.486 0.685  0.477
H3 2.846 -1.867 1.953  0.289
H4 3.545 2.023 1.780  0.387
H5 2.093 1.729 2.724  0.320
H6 2.014 2.719 1.270  0.221
H7 4.808 0.897 -0.437  0.394
H8 5.695 1.333 -2.676  0.426
H9 4.186 1.263 -4.641  0.422
H10 1.810 0.756 -4.341  0.342
H11 -0.781 1.603 -3.842  0.408
H12 -0.693 2.502 -2.333  0.276
H13 -2.016 1.371 -2.616  0.350
H14 -0.380 -1.057 -4.225  0.503
H15 -1.144 -1.935 -2.911  0.173
H16 0.588 -2.093 -3.171  0.199
C11 -5.080 1.580 1.833  -1.066
C12 -3.768 1.469 2.606  -0.502
C13 -2.599 1.970 1.822  0.233
N1 -1.698 1.208 1.305  -0.810
N2 -0.734 1.880 0.592  0.580
C14 -0.921 3.168 0.565  0.298
N3 -0.124 4.012 -0.105  -0.322
S1 -2.332 3.643 1.456  -0.143
H17 -5.902 1.222 2.449  0.353
H18 -5.050 0.980 0.924  0.305
H19 -5.296 2.611 1.552  0.355
H20 -3.549 0.431 2.859  0.196
H21 -3.828 2.023 3.546  0.341
H22 0.688 3.636 -0.569  0.213
H23 -0.216 5.009 -0.039  0.205
F1 2.199 -4.886 5.760  -0.329
C15 1.593 -4.472 4.640  0.238
C16 1.415 -5.376 3.607  -0.598
C17 0.790 -4.938 2.452  -0.266
C18 0.350 -3.621 2.335  0.237
C19 0.548 -2.743 3.396  -0.803
C20 1.173 -3.158 4.562  -0.464
Sb1 -0.578 -2.929 0.582  1.331
C21 0.594 -3.864 -0.892  -0.056
C22 0.092 -4.802 -1.786  -0.399
C23 0.892 -5.309 -2.799  -0.657
C24 2.194 -4.857 -2.896  0.293
F2 2.970 -5.335 -3.878  -0.345
C25 2.728 -3.930 -2.020  -0.614
C26 1.915 -3.436 -1.015  -0.264
C27 -2.388 -3.994 0.529  0.107
C28 -2.833 -4.700 1.644  -0.558
C29 -4.042 -5.379 1.616  -0.673
C30 -4.792 -5.337 0.457  0.316
F3 -5.959 -5.994 0.420  -0.317
C31 -4.387 -4.640 -0.667  -0.746
C32 -3.179 -3.963 -0.618  -0.404
H24 1.768 -6.391 3.721  0.448
H25 0.656 -5.636 1.633  0.457
H26 0.225 -1.708 3.322  0.252
H27 1.341 -2.489 5.394  0.469
H28 -0.928 -5.157 -1.700  0.470
H29 0.527 -6.041 -3.505  0.477
H30 3.753 -3.607 -2.137  0.487
H31 2.323 -2.702 -0.329  0.017
H32 -2.231 -4.737 2.544  0.448
H33 -4.403 -5.938 2.468  0.465
H34 -5.012 -4.635 -1.549  0.474
H35 -2.865 -3.404 -1.493  0.408

## Properties
Total energy: -3865.4390 a.u.
Net charge: +1
Relative energy (zero: lowest compared OMol25 entry of this formula, charge and spin): 0.000 eV
2S+1: 3
HOMO (alpha / beta): -10.716 / -10.059 eV
E_LUMO (alpha / beta): -3.47 / -3.03 eV
Gap between HOMO and LUMO (alpha / beta): 7.244 / 7.025 eV
F_max: 0.40 eV/Å



No. 4
Molecular formula: C6H16FNP
Method: DFT, wB97M-V/def2-TZVPD

Last column: Mulliken charge in e.
Element x y z (Å)
C1 -2.360 -0.281 1.212  -0.812
C2 -2.728 -2.134 -0.457  -0.911
C3 1.413 1.950 0.538  -1.064
C4 0.081 0.892 -1.397  -0.666
C5 -1.897 -1.454 0.508  0.140
C6 1.482 1.097 -0.714  0.124
N1 3.758 -0.122 0.234  -0.407
F1 1.529 -1.096 0.906  -0.332
P1 2.330 -0.642 -0.493  0.217
H1 -1.718 0.154 2.011  0.315
H2 -3.325 -0.471 1.646  0.401
H3 -2.548 0.555 0.403  0.302
H4 -2.127 -3.018 -0.643  0.345
H5 -3.080 -1.331 -1.226  0.308
H6 -3.631 -2.647 -0.164  0.437
H7 1.319 1.367 1.485  0.223
H8 0.422 2.453 0.428  0.332
H9 2.363 2.531 0.575  0.319
H10 -0.457 0.043 -0.869  -0.295
H11 0.145 0.773 -2.496  0.366
H12 -0.691 1.835 -1.354  0.318
H13 -1.044 -1.935 0.794  0.425
H14 2.071 1.599 -1.459  0.480
H15 4.339 0.583 -0.230  0.239
H16 4.353 -0.700 0.761  0.195

## Properties
Total energy: -733.8364 a.u.
Net charge: +1
Relative energy (zero: lowest compared OMol25 entry of this formula, charge and spin): 0.265 eV
HOMO: -11.423 eV
E_LUMO: -6.91 eV
Gap between HOMO and LUMO: 4.516 eV
F_max: 4.24 eV/Å



Q: The highest F_max belongs to which entry?
A: C3H4LiO3Sm